Arrangement P

{
  "formula": "C20H31N3O2S",
  "method": "wB97M-V/def2-TZVPD",
  "species": ["H", "H", "H", "C", "H", "H", "C", "C", "H", "H", "O", "C", "N", "H", "H", "H", "C", "S", "H", "O", "H", "C", "H", "H", "C", "N", "H", "C", "H", "H", "H", "H", "C", "H", "C", "H", "H", "C", "N", "H", "H", "H", "C", "H", "C", "H", "H", "C", "C", "H", "H", "C", "H", "C", "C", "C", "C"],
  "coordinates": [[-2.253, 4.300, -0.290], [-0.092, -2.187, 1.863], [-3.319, 3.546, -5.385], [-0.893, 4.743, 1.321], [3.638, -2.245, 0.924], [0.170, 4.688, 1.559], [2.741, -1.163, 2.656], [3.390, -2.344, 1.973], [0.718, -2.992, 4.044], [0.807, 2.473, 1.205], [-0.178, 0.147, 1.538], [1.500, -4.759, 3.080], [0.938, 0.969, -0.224], [1.641, -4.178, 0.335], [1.071, 1.404, -2.263], [2.554, -0.282, 2.055], [-1.208, 4.115, -0.035], [-3.029, -0.703, -4.582], [0.411, -1.800, -0.654], [-1.552, 3.503, -2.797], [-1.481, 2.177, 0.839], [1.608, 0.830, -1.505], [1.119, 3.010, -0.453], [4.095, -2.935, 2.543], [0.541, 2.316, 0.160], [-3.781, 0.671, -5.062], [-3.905, 3.682, -3.739], [-2.431, 1.369, -3.319], [2.441, -3.238, 4.311], [-0.616, 4.580, -0.821], [-4.943, 2.966, -5.007], [-0.091, -3.957, 0.101], [-3.380, 1.692, -4.340], [0.369, -5.884, 1.616], [-3.928, 3.055, -4.625], [1.255, -5.421, 3.913], [2.039, -1.436, -0.143], [-1.794, 2.372, -2.413], [-1.475, 1.884, -1.185], [-1.442, -0.506, -2.723], [3.016, -0.952, 3.681], [1.629, -0.206, -1.827], [1.005, -1.464, 0.204], [-1.861, 0.979, -0.971], [0.711, -3.893, 0.842], [-1.173, 5.796, 1.328], [2.461, -5.095, 2.676], [1.648, -3.317, 3.563], [-2.141, 0.033, -3.345], [-0.542, -4.620, 2.425], [2.635, 1.200, -1.458], [1.946, -2.402, 2.393], [-1.440, 4.245, 2.125], [0.837, -2.455, 1.349], [0.434, -4.860, 1.991], [0.541, -0.060, 0.570], [-0.963, 2.608, -0.018]],
  "e_homo_ev": -9.4,
  "orbital_gap_ev": 9.7655
}

=====

Arrangement Q

{
  "formula": "C20H31N3O2S",
  "method": "wB97M-V/def2-TZVPD",
  "species": ["H", "C", "C", "H", "H", "C", "C", "C", "H", "N", "C", "C", "H", "C", "O", "H", "H", "O", "C", "C", "H", "H", "H", "N", "H", "N", "H", "H", "H", "H", "C", "C", "H", "H", "C", "C", "H", "H", "H", "H", "H", "H", "H", "C", "S", "C", "C", "H", "C", "H", "H", "H", "H", "C", "C", "H", "H"],
  "coordinates": [[-0.699, -2.340, 4.331], [-0.794, -1.276, 4.081], [-3.201, 1.359, -3.745], [1.341, -2.804, 0.342], [-0.261, 0.044, 2.482], [-1.454, 3.170, -3.779], [-2.618, -0.973, -2.811], [4.674, 1.449, 1.947], [0.239, 2.780, -2.496], [5.918, -0.302, 3.081], [-2.259, -0.854, 4.108], [-2.185, 0.425, -3.120], [-0.241, -0.726, 4.845], [-1.723, -0.709, -3.996], [1.880, 1.007, 2.884], [1.878, -1.217, -0.202], [-3.653, -1.232, -2.998], [-1.773, 0.196, 0.332], [3.622, -0.563, 3.219], [4.043, -1.648, 3.934], [-0.365, -2.900, 1.725], [-2.188, -1.481, -1.958], [0.121, 1.695, -3.878], [1.329, -1.193, 2.837], [-3.229, 3.113, -5.015], [-0.182, -1.397, 0.299], [-1.777, 1.719, -1.492], [3.444, -2.386, 4.445], [-1.743, -1.802, 1.595], [-3.778, 1.845, -2.950], [-0.112, -1.004, 2.742], [-0.805, -0.297, -0.223], [4.244, 2.253, 2.542], [5.672, 1.724, 1.616], [-0.657, -1.853, 1.597], [2.206, -0.164, 2.976], [-2.363, 0.189, 3.804], [-2.152, -0.780, -4.988], [-0.921, 3.883, -4.411], [-2.874, -1.454, 3.438], [-2.010, 1.921, -5.442], [4.018, 1.320, 1.085], [-1.959, 3.753, -3.001], [-0.467, 2.215, -3.111], [5.735, -1.666, 3.977], [-0.213, 0.296, -1.488], [-2.501, 2.416, -4.596], [0.647, 0.896, -1.167], [4.748, 0.193, 2.754], [-3.909, 0.786, -4.350], [1.686, -2.130, 2.928], [0.929, -2.264, -1.277], [-2.671, -0.957, 5.112], [1.055, -1.934, -0.244], [-1.193, 1.182, -2.246], [0.197, -0.482, -2.134], [-0.695, -1.042, -3.939]],
  "e_homo_ev": -9.3,
  "orbital_gap_ev": 9.6743
}

=====

Most stable pick: arrangement Q. Distance to second place: 0.158 eV.